The following is a DFT calculation (wB97M-V/def2-TZVPD) of a cluster of 11 separate species, C4H27NO12 in total in a non-equilibrium geometry.

Last column: natural (NBO) charge in e.
CARTESIAN COORDINATES (ANGSTROEM)
H  2.67842  -1.46440  1.08258  0.511
H  1.06201  2.24238  -0.02192  0.268
H  0.98091  -2.56454  0.01788  0.412
H  -2.54060  -1.24202  3.02150  0.474
H  -0.06418  2.65693  2.52764  0.490
H  1.46534  -0.88334  -2.78105  0.513
O  -0.16811  1.83309  -2.98714  -0.559
O  3.04316  -0.90646  -1.95755  -0.995
H  1.27388  3.32811  2.54771  0.485
H  0.04183  -1.81680  -1.21215  0.419
H  -0.76563  -1.89158  -3.23319  0.515
N  0.45605  -1.77487  -0.30226  -0.777
H  3.73274  -1.29568  -2.53075  0.483
H  -0.79520  1.02550  0.64886  0.264
H  -3.93426  -2.75902  -1.10091  0.485
H  -1.04932  0.23937  -0.84226  0.231
O  -3.57533  0.25720  0.48782  -0.988
H  1.56412  1.79630  4.05154  0.493
H  -3.07177  -0.05420  2.13705  0.509
C  -0.25527  0.54370  -0.16482  -0.504
H  -2.66158  -2.11859  -1.81317  0.522
H  -0.34417  3.33451  -1.69271  0.142
O  -0.27180  1.03455  3.33125  -1.034
H  0.38624  0.15780  -3.23639  0.506
H  0.23398  0.44217  2.71526  0.495
H  3.17046  -1.36487  -1.08760  0.513
O  -2.74245  -0.28856  3.03850  -0.990
O  2.33542  1.95329  3.51327  -0.955
H  2.28207  1.26959  2.84626  0.472
O  0.40775  3.40452  2.10575  -1.006
H  -1.19739  0.67739  3.36659  0.518
H  1.63006  1.07388  -1.16958  0.247
O  0.57321  -0.81121  -3.20900  -1.040
H  -1.92132  -2.46719  -4.10413  0.484
O  3.33550  -1.99818  0.55714  -0.994
O  1.12354  -0.58433  1.45860  -0.733
O  -1.57095  -2.47032  -3.21364  -1.004
C  0.49275  -0.63268  0.38863  0.713
H  -4.48458  0.52069  0.41583  0.480
C  0.71955  1.55274  -0.80046  -0.538
H  4.18948  -1.91232  0.97428  0.488
H  -3.47563  -0.55377  -0.07641  0.517
C  0.02325  2.31671  -1.88880  0.474
O  -3.30758  -2.03694  -1.05657  -1.008

Largest force on an atom = 0.0206 Eh/bohr
Kohn-Sham gap = 0.381 hartree
SMILES = NC(=O)CCC=O.O.O.O.O.O.O.O.O.O.O
ΔE to the lowest compared entry with this formula, charge and spin = 0.0000 eV
HOMO level = -10.13 eV

The following is a DFT calculation (wB97M-V/def2-TZVPD) of a cluster of 2 separate species, C4H8NO3 in total.

Last column: natural (NBO) charge in e.
CARTESIAN COORDINATES (ANGSTROEM)
H  2.94420  1.11957  1.79373  0.196
H  1.52313  1.77621  2.69575  0.200
H  0.60915  -2.48612  -0.54587  0.214
O  -0.05077  1.59365  0.62268  -0.836
H  -0.00694  -1.50895  0.82849  0.232
H  -1.35571  0.51228  -0.46142  0.451
C  1.20611  1.49644  0.56734  0.771
N  -1.76667  -0.25260  -1.01360  -0.840
O  1.94898  1.60281  -0.42187  -0.764
C  1.86143  1.10337  1.91589  -0.736
H  -2.75647  -0.21469  -1.20868  0.371
C  0.07349  -1.58407  -0.25816  -0.726
H  1.56860  0.07741  2.15262  0.197
C  -1.33419  -1.52612  -0.78620  0.681
O  -2.03736  -2.50197  -1.00694  -0.670
H  0.66153  -0.73538  -0.60910  0.260

Largest force on an atom = 0.0138 Eh/bohr
Kohn-Sham gap = 0.313 hartree
ΔE to the lowest compared entry with this formula, charge and spin = 0.1809 eV
HOMO level = -4.60 eV
Net charge = -1